{"formula": "C26H47Cl30N4OS", "method": "the ωB97M-V functional and the def2-TZVPD basis", "elements": ["C", "C", "C", "C", "C", "C", "N", "C", "C", "S", "C", "N", "N", "C", "O", "C", "N", "H", "H", "H", "H", "H", "H", "H", "H", "H", "H", "H", "H", "H", "H", "H", "H", "H", "C", "Cl", "Cl", "H", "H", "C", "Cl", "Cl", "H", "H", "C", "Cl", "Cl", "H", "H", "C", "Cl", "Cl", "H", "H", "C", "Cl", "Cl", "H", "H", "C", "Cl", "Cl", "H", "H", "C", "Cl", "Cl", "H", "H", "C", "Cl", "Cl", "H", "H", "C", "Cl", "Cl", "H", "H", "C", "Cl", "Cl", "H", "H", "C", "Cl", "Cl", "H", "H", "C", "Cl", "Cl", "H", "H", "C", "Cl", "Cl", "H", "H", "C", "Cl", "Cl", "H", "H", "C", "Cl", "Cl", "H", "H"], "xyz": [[-5.025964, 0.758925, 3.387029], [-5.628617, 1.343677, 2.062582], [-4.665633, 1.454803, 0.820347], [-5.227903, 0.582407, -0.388611], [-3.173824, 1.113951, 1.042165], [-2.357948, 0.590001, -0.050521], [-1.084330, 0.468450, 0.507779], [0.024565, -0.007183, -0.362640], [0.290613, 1.149357, -1.427182], [0.965355, 2.681780, -0.677175], [-0.341855, 3.746098, -0.061176], [-0.135882, 4.853382, 0.680744], [-1.285336, 5.442908, 1.022888], [-2.286348, 4.710672, 0.483028], [-1.701663, 3.680494, -0.205940], [-1.036512, 0.823535, 1.813358], [-2.306608, 1.224375, 2.112405], [-5.882595, 0.597674, 4.097178], [-4.464210, -0.197047, 3.281927], [-4.402155, 1.557908, 3.882807], [-6.041907, 2.364831, 2.282818], [-6.523292, 0.699993, 1.790442], [-4.719901, 2.514107, 0.437837], [-6.304514, 0.856566, -0.482656], [-4.709019, 0.945710, -1.318071], [-5.078613, -0.508810, -0.239626], [-2.656271, 0.368698, -1.089952], [0.955783, -0.037371, 0.257287], [-0.218337, -0.977933, -0.850307], [-0.618945, 1.330320, -2.061699], [1.078057, 0.794018, -2.147918], [-3.360798, 4.931482, 0.593899], [-0.119822, 0.778082, 2.454867], [-2.590581, 1.567900, 3.027708], [-0.929409, 4.239123, -3.626384], [-0.467833, 5.667070, -4.553794], [-0.634071, 2.749248, -4.537307], [-0.344853, 4.211052, -2.710979], [-1.985427, 4.303278, -3.388625], [-4.902308, 2.260689, -4.040939], [-3.544205, 2.352369, -2.906391], [-5.089496, 0.624723, -4.672323], [-5.814010, 2.546197, -3.523255], [-4.717222, 2.941903, -4.866895], [-1.098274, 8.173883, -0.864406], [-2.687130, 7.827772, -1.566852], [-0.766224, 9.907936, -0.852772], [-1.076955, 7.803549, 0.156287], [-0.336484, 7.673073, -1.456266], [1.582240, -1.770679, 3.334634], [1.668637, -0.021216, 3.068671], [1.302052, -2.636339, 1.820002], [2.522916, -2.105058, 3.764416], [0.765310, -1.982730, 4.018709], [-9.392486, 0.037500, 0.995531], [-8.761363, 1.690795, 1.042008], [-8.637655, -0.906378, -0.294084], [-9.188900, -0.443110, 1.948465], [-10.464002, 0.075896, 0.822422], [-3.433498, -3.211285, 1.004668], [-3.806959, -3.730209, -0.642005], [-3.058136, -1.473134, 1.050940], [-4.293811, -3.405058, 1.640001], [-2.574179, -3.770790, 1.365448], [-1.437308, 3.468950, 5.326042], [-1.510432, 3.879545, 3.608475], [-1.719943, 1.738514, 5.581293], [-0.453515, 3.725928, 5.708365], [-2.199611, 4.032594, 5.856249], [-4.373466, -4.453294, -4.367154], [-4.295362, -2.707706, -4.638156], [-4.687932, -5.324748, -5.871386], [-3.424414, -4.788747, -3.958128], [-5.174553, -4.664754, -3.664156], [5.664900, -0.209534, 1.416711], [5.615366, -1.415486, 2.704182], [4.104357, 0.608885, 1.255865], [6.428931, 0.527084, 1.650786], [5.902586, -0.702765, 0.478787], [6.639508, -5.173730, 1.726554], [6.591748, -6.375587, 3.021620], [5.082482, -4.347070, 1.561843], [7.410757, -4.440859, 1.956809], [6.873886, -5.672593, 0.791478], [9.518805, -0.204851, 1.165862], [9.136944, -0.100914, 2.888191], [8.648812, -1.537161, 0.390215], [9.233776, 0.727307, 0.685799], [10.586551, -0.368730, 1.050650], [9.504855, -4.840374, -1.553905], [9.454414, -6.041710, -0.258055], [7.954373, -4.003977, -1.728111], [10.275027, -4.108308, -1.325916], [9.737323, -5.343996, -2.487717], [10.798275, -4.921477, 3.278856], [12.435001, -4.386664, 2.884634], [9.585087, -3.833922, 2.590966], [10.645860, -5.918450, 2.874337], [10.683154, -4.938648, 4.358809], [-4.178947, -8.174213, -7.793113], [-4.351729, -7.658734, -9.474663], [-4.451369, -9.911999, -7.622658], [-3.173681, -7.940068, -7.454421], [-4.906992, -7.642874, -7.185383], [4.418737, 4.269202, -0.237103], [5.036100, 5.922098, -0.169739], [5.222204, 3.331770, -1.504269], [4.594920, 3.787771, 0.721023], [3.353259, 4.300463, -0.444912]], "atomic_forces_ev_per_a": [[-0.6, 0.9, 0.4], [-0.2, -0.5, 0.4], [-0.3, -0.2, -0.1], [0.5, 1.2, 0.1], [1.4, -0.5, -3.4], [-0.7, 2.7, 3.4], [-0.1, -0.4, -1.1], [1.0, 1.9, 0.1], [-0.8, -1.1, -0.4], [-0.6, 0.3, 0.0], [-2.0, 3.0, 2.0], [2.2, -2.0, -1.0], [-2.8, -1.4, -1.2], [3.8, 1.2, 0.8], [-1.2, -1.5, -0.8], [-1.2, 0.2, -1.2], [0.2, -0.1, -0.3], [0.9, 0.0, -0.6], [-0.4, 0.8, 0.0], [-0.4, -1.0, -0.3], [0.3, -1.0, -0.1], [1.3, 0.8, 0.2], [0.3, -0.9, 0.5], [0.8, -0.5, 0.0], [-0.7, -0.8, 0.9], [-0.3, 0.9, -0.1], [0.6, 0.1, 1.0], [-0.9, -0.5, -0.5], [0.1, 0.7, 0.5], [0.8, 0.1, 0.7], [-0.5, 0.6, 0.8], [0.8, -0.7, -0.5], [-1.5, 0.2, -0.7], [0.3, -0.2, -0.2], [0.0, 0.2, 0.1], [0.0, 0.0, 0.1], [0.1, 0.0, 0.0], [0.1, 0.0, -0.2], [0.1, 0.0, -0.1], [-0.3, 0.0, -0.3], [0.0, 0.2, 0.1], [-0.1, 0.1, 0.0], [0.1, -0.1, 0.1], [0.1, -0.1, 0.1], [0.2, 0.0, 0.1], [0.0, -0.2, 0.0], [0.0, -0.1, 0.0], [-0.1, 0.1, -0.1], [-0.1, 0.1, -0.1], [0.0, -0.3, 0.2], [0.5, -0.2, 0.7], [0.0, 0.0, 0.0], [0.0, 0.1, -0.2], [0.0, 0.1, -0.1], [-0.2, -0.1, 0.1], [-0.4, 0.1, -0.1], [0.0, -0.1, 0.0], [0.1, 0.1, -0.1], [0.1, 0.1, -0.1], [0.1, -0.4, 0.4], [0.0, 0.1, 0.0], [-0.7, -2.6, 0.3], [0.0, 0.1, -0.1], [0.0, 0.1, -0.1], [0.1, 0.2, 0.2], [0.1, 0.2, 0.2], [0.0, -0.1, 0.0], [0.0, -0.1, -0.1], [0.0, -0.1, -0.1], [0.0, -0.1, 0.1], [0.1, 0.0, 0.1], [0.0, 0.0, 0.1], [0.0, 0.1, -0.1], [0.0, 0.1, -0.1], [0.3, -0.1, -0.1], [0.1, 0.3, 0.1], [0.2, 0.2, -0.4], [-0.1, 0.0, 0.1], [-0.1, 0.0, 0.1], [0.1, 0.1, -0.1], [0.1, 0.0, 0.0], [-0.1, -0.3, -0.2], [-0.4, -0.2, 0.0], [-0.1, 0.0, 0.1], [0.1, 0.1, 0.0], [0.0, 0.1, 0.0], [0.1, 0.1, -0.2], [-0.1, -0.1, 0.0], [-0.1, -0.1, 0.1], [0.2, 0.1, -0.1], [0.1, -0.1, -0.1], [0.0, -0.1, -0.1], [-0.1, 0.0, 0.1], [-0.1, 0.0, 0.1], [0.0, -0.2, 0.1], [0.0, -0.1, 0.0], [0.3, 0.1, 0.2], [0.0, 0.1, -0.1], [0.0, 0.1, -0.1], [0.0, 0.1, 0.1], [0.0, 0.1, 0.0], [0.0, 0.0, 0.1], [0.0, -0.1, -0.1], [0.0, -0.2, -0.2], [-0.1, 0.0, 0.2], [-0.1, 0.0, 0.1], [-0.1, -0.1, 0.0], [0.1, 0.0, -0.1], [0.1, 0.1, -0.1]], "charge": 1, "molar_mass_g_mol": 1527.35, "orbital_gap_ev": 9.654, "e_lumo_ev": -2.11, "homo_energy_ev": -11.76, "total_energy_ev": -422231.9812}